No. 1
Formula: C18H35AlBeBrCl9F4LiO12S2
Source: the OMol25 dataset
Level of theory: ωB97M-V/def2-TZVPD

Calculated values
DFT total energy: -266267.0877 eV
energy above the lowest of the compared OMol25 structures with the same formula, charge and spin: 0.0 kcal per mole
HOMO-LUMO gap: 1.031 eV
LUMO level: -9.96 eV

ORCA input file:
```
! RIJCOSX wB97M-V def2-TZVPD def2/J DEFGRID3
* xyz 1 1
C -5.28688 -3.34216 2.26927
C -4.14174 -3.54429 3.27784
S -2.48495 -3.07524 2.65732
S -2.01889 -4.36068 1.08615
C -2.52400 -1.36011 1.91241
O -3.66903 -0.70827 2.17749
O -4.49499 -0.66791 0.75686
H -5.97098 -4.18271 2.20787
H -4.85154 -3.16010 1.27943
H -5.79153 -2.40857 2.50711
H -4.04779 -4.57389 3.61970
H -4.38650 -2.93356 4.17222
H -3.17726 -5.02197 0.86088
H -1.70720 -0.81324 2.40250
H -2.32928 -1.42628 0.83383
H -5.42672 -0.54539 1.02391
C 1.91643 -0.02121 2.33891
Cl 0.90512 -1.45604 1.99583
Cl 1.31958 1.31366 1.35378
Cl 1.77277 0.40532 4.05449
Cl 3.56566 -0.41058 1.94923
C 8.60851 1.43577 1.54778
C 8.15957 0.02004 1.82950
C 8.85000 -1.04557 1.01339
O 7.87158 -2.09195 1.01264
C 6.66542 -1.50854 1.12278
O 5.63266 -2.07586 0.95445
O 6.78532 -0.18744 1.43761
H 8.88569 1.56402 0.50059
H 7.80944 2.14489 1.76012
H 9.47504 1.68943 2.15721
H 8.22833 -0.18939 2.90037
H 9.78493 -1.38473 1.45188
H 9.02442 -0.74600 -0.02222
C -1.94848 5.73148 -3.63640
C -2.66046 4.75797 -2.70045
C -1.99196 4.63604 -1.33234
C -0.56175 4.09340 -1.36161
C -0.41171 2.72303 -2.01721
C -1.17666 1.62207 -1.29317
H -0.92971 5.40919 -3.85940
H -2.48254 5.80638 -4.58463
H -1.90420 6.73060 -3.19794
H -2.73310 3.77686 -3.17900
H -3.68680 5.10025 -2.55237
H -2.61333 4.00143 -0.69282
H -1.97914 5.61985 -0.85266
H -0.18801 4.04028 -0.33205
H 0.08978 4.80369 -1.87724
H 0.65013 2.46036 -2.03021
H -0.72918 2.76464 -3.06160
H -0.84264 1.53732 -0.25612
H -1.00915 0.65875 -1.78135
H -2.25278 1.80922 -1.29567
Br -5.04352 -1.71617 -1.06990
Li -2.98567 -1.46685 4.47017
F 6.65816 -5.64344 2.29150
Al 6.87292 -6.06748 0.64850
F 7.18961 -7.74657 0.56034
F 8.17716 -5.21594 0.00609
F 5.46698 -5.71471 -0.21566
Be -6.68823 -2.69938 4.28825
C -7.50297 5.48412 -2.70825
O -7.74886 4.14903 -2.25387
C -6.67183 3.51549 -1.80704
O -5.55383 3.95817 -1.75578
O -7.03971 2.28890 -1.41829
C -5.96565 1.49931 -0.91593
H -8.45508 5.88413 -3.04319
H -7.12416 6.10183 -1.89644
H -6.80521 5.48251 -3.54319
H -5.52547 1.96925 -0.03479
H -5.20792 1.34305 -1.68094
H -6.38155 0.54101 -0.63551
C -0.00749 1.18274 -5.85373
Cl -1.75877 1.16083 -5.60040
Cl 0.78262 0.29348 -4.54587
Cl 0.37557 0.42444 -7.39824
Cl 0.56324 2.85390 -5.85664
O 8.20152 -7.92700 3.64319
Cl 7.35746 -9.06412 3.89676
O 7.31990 -9.30281 5.30232
O 7.87202 -10.20313 3.20858
O 6.03927 -8.77883 3.40912
*
```

---

No. 2
Formula: C10H8Cl5FN3O3
Source: the OMol25 dataset
Level of theory: ωB97M-V/def2-TZVPD

Calculated values
DFT total energy: -86428.3813 eV
HOMO-LUMO gap: 8.243 eV
LUMO level: -4.63 eV

ORCA input file:
```
! RIJCOSX wB97M-V def2-TZVPD def2/J DEFGRID3
* xyz 1 1
C 4.06447 -0.41460 -2.03496
C 2.99799 -0.11388 -1.56251
C 1.90966 -0.03162 -0.57525
C 0.78341 -0.91830 -0.70161
C 0.78257 -1.87120 -1.90197
O 1.50048 -2.80665 -2.03105
O -0.09956 -1.60619 -2.94810
O -0.67691 -0.35833 -2.66363
C -0.22525 -0.84716 0.28428
C -1.42774 -1.82422 0.20094
N -1.06836 -3.04863 0.95668
C -0.09609 0.08689 1.33864
F -1.04870 0.07118 2.26016
N 0.96523 0.92091 1.41074
N 1.04891 1.80381 2.48205
C 1.96262 0.88832 0.48961
Cl 3.33059 1.96974 0.59213
H 5.01467 -0.74258 -2.45252
H -0.89847 0.08211 -3.50068
H -2.34829 -1.42530 0.65931
H -1.56082 -2.13985 -0.85339
H -0.30480 -3.54365 0.49323
H -0.71625 -2.79150 1.87959
H 1.45647 2.69512 2.19741
H 0.11410 2.01882 2.82860
C -3.10012 2.79344 0.62946
Cl -3.24952 4.35184 1.44519
Cl -4.20599 1.62698 1.36295
Cl -3.47874 2.97782 -1.08468
Cl -1.42556 2.19669 0.79939
*
```

---

No. 3
Formula: C3H7NOS2
Source: the OMol25 dataset
Level of theory: ωB97M-V/def2-TZVPD

Calculated values
DFT total energy: -28431.9306 eV
energy above the lowest of the compared OMol25 structures with the same formula, charge and spin: 30.2 kcal per mole
HOMO-LUMO gap: 8.969 eV
SMILES string: N[C@@H](C=O)CSS
LUMO level: 0.37 eV

ORCA input file:
```
! RIJCOSX wB97M-V def2-TZVPD def2/J DEFGRID3
* xyz 0 1
N 1.13872 0.06140 -1.85217
C -0.12523 0.59662 -1.36813
C -1.33001 0.22589 -2.24383
O -1.27263 -0.53182 -3.16773
C -0.43333 -0.00612 0.01055
S 0.73269 0.63520 1.26555
S 0.14615 -0.64872 2.85989
H 1.39507 0.57860 -2.68161
H 0.96474 -0.88630 -2.17153
H -0.08145 1.68723 -1.34631
H -2.23764 0.83396 -2.07111
H -1.45088 0.19316 0.34582
H -0.19352 -1.07025 -0.00144
H 0.11050 -1.76859 2.09329
*
```

---

No. 4
Formula: C2H4N2OS
Source: the OMol25 dataset
Level of theory: ωB97M-V/def2-TZVPD

Calculated values
DFT total energy: -17998.0495 eV
energy above the lowest of the compared OMol25 structures with the same formula, charge and spin: 106.3 kcal per mole
HOMO-LUMO gap: 9.320 eV
SMILES string: N/N=C\SC=O
LUMO level: -0.17 eV

ORCA input file:
```
! RIJCOSX wB97M-V def2-TZVPD def2/J DEFGRID3
* xyz 0 1
C -0.26026 0.39634 1.32101
C 1.67320 0.04798 -0.70593
H -0.97458 0.10223 -0.94948
H -2.15773 -1.23980 -0.75815
H -0.29594 0.97881 2.40017
H 1.76752 -1.01617 -0.14771
N -1.37859 -0.63409 -0.34930
N -1.30241 -0.19262 0.99465
O 2.03100 0.34019 -1.99760
S 0.89779 1.21715 0.19234
*
```

---

No. 5
Formula: C31H71BN3O17P3S2
Source: the OMol25 dataset
Level of theory: ωB97M-V/def2-TZVPD

Calculated values
DFT total energy: -122785.8651 eV
HOMO-LUMO gap: 7.736 eV
SMILES string: CCN(CC)C(=S)SCCC[C@]1(CCCCCOC)C(=O)N[C@@H](C[C@H](C)O)[C@@]1(CN)B(O)O.COP(=O)(OC)OC.COP(=O)(OC)OC.COP(=O)(OC)OC
LUMO level: -0.54 eV

ORCA input file:
```
! RIJCOSX wB97M-V def2-TZVPD def2/J DEFGRID3
* xyz 0 1
C -1.08855 8.23645 -4.32282
C -1.35158 6.93356 -5.33439
N -2.82489 6.63766 -5.52727
C -3.39880 7.41870 -6.71363
C -3.71499 8.99044 -6.35225
C -3.05034 5.18484 -5.89107
S -1.98262 4.42173 -7.01394
S -4.48173 4.20038 -5.10249
C -3.65526 2.97344 -3.90243
C -3.16957 1.58696 -4.67537
C -2.97438 0.30001 -3.67881
C -1.58308 0.29521 -2.81086
C -2.11390 0.93623 -1.35996
C -2.75654 -0.23210 -0.36030
C -3.42593 0.59310 0.93129
C -4.02297 -0.43651 2.06268
C -2.88175 -1.17792 2.98511
O -3.13179 -2.63452 2.95751
C -2.51219 -3.26141 1.77362
C -0.33792 1.20248 -3.46241
O -0.26767 2.54937 -3.57660
N 0.75349 0.24812 -3.99196
C 0.02165 -1.06826 -4.12721
C 0.78666 -2.39454 -4.70650
C 2.32065 -2.14935 -5.22795
C 3.43159 -2.07836 -3.97965
O 2.47910 -1.03249 -6.18482
C -0.74598 -1.14519 -2.65910
C -1.73379 -2.45148 -2.72473
N -1.26054 -3.65700 -1.94365
B 0.54160 -1.15803 -1.59599
O 0.90983 0.02255 -0.73940
O 1.46523 -2.33769 -1.44320
H -0.59081 7.88411 -3.31614
H -0.40630 9.04310 -4.87656
H -2.09108 8.78632 -4.04259
H -0.78748 7.21891 -6.34705
H -0.73570 6.04665 -4.85667
H -4.40645 6.91673 -7.08127
H -2.66442 7.41176 -7.64632
H -2.68536 9.56372 -6.23081
H -4.26409 9.49104 -7.27339
H -4.31832 9.08338 -5.34737
H -2.77130 3.49727 -3.34096
H -4.41697 2.61284 -3.05896
H -4.07615 1.30802 -5.40070
H -2.24987 1.77235 -5.41213
H -3.14119 -0.66714 -4.34159
H -3.88647 0.32443 -2.91122
H -1.22710 1.51908 -0.81429
H -2.97029 1.72933 -1.50146
H -3.65058 -0.79408 -0.89947
H -1.95190 -0.95293 0.08932
H -4.33768 1.21509 0.52326
H -2.66014 1.35741 1.39682
H -4.72636 -1.22744 1.51104
H -4.70129 0.18409 2.80952
H -2.98515 -0.81891 4.11333
H -1.79207 -0.90004 2.64103
H -3.20886 -2.97177 0.85100
H -1.44098 -2.80803 1.57763
H -2.40469 -4.43017 1.89762
H 0.80030 0.56471 -4.98506
H -0.76488 -0.81267 -4.98442
H 0.16415 -2.74673 -5.66244
H 0.70801 -3.28829 -3.94090
H 2.62563 -3.13193 -5.83339
H 3.21043 -3.05844 -3.33529
H 4.53951 -2.17352 -4.34931
H 3.23311 -1.17394 -3.26308
H 3.08904 -0.37961 -5.69199
H -1.85050 -2.75170 -3.85674
H -2.83764 -2.21850 -2.34232
H -1.38499 -4.47187 -2.61696
H -1.85901 -3.86931 -1.11564
H 0.98843 -0.25182 0.22086
H 1.23512 -2.66216 -0.50177
C 9.26973 -2.17216 -2.37076
O 9.44407 -0.97565 -3.09836
P 8.58149 -0.75978 -4.44261
O 7.27614 -1.48635 -4.49614
O 9.61232 -1.10324 -5.62782
C 9.86562 -2.45655 -5.92657
O 8.46518 0.84428 -4.53135
C 7.60092 1.46416 -3.60495
H 9.92753 -2.94838 -2.76931
H 9.53648 -1.98327 -1.32745
H 8.23199 -2.51344 -2.39946
H 9.06860 -3.11198 -5.56503
H 10.81390 -2.75364 -5.47427
H 9.94167 -2.56805 -7.01299
H 7.96792 1.31147 -2.58563
H 6.58980 1.05984 -3.69869
H 7.57239 2.53660 -3.81295
C -2.64092 -1.00454 10.45213
O -2.62412 -0.03403 9.42781
P -3.91211 0.09355 8.46735
O -5.21062 -0.34118 9.06699
O -3.47752 -0.67934 7.12606
C -3.52537 -2.08735 7.11671
O -3.86124 1.63867 8.01520
C -4.21230 2.59195 8.99368
H -2.28995 -1.96284 10.06158
H -1.96603 -0.67783 11.24780
H -3.63956 -1.12087 10.88040
H -4.18898 -2.47982 7.89203
H -2.51859 -2.48272 7.26555
H -3.89524 -2.41967 6.14137
H -3.49619 2.56563 9.82044
H -5.21968 2.39707 9.37031
H -4.19167 3.58603 8.54029
C 2.49929 -4.65365 9.70027
O 2.51610 -3.68315 8.67594
P 1.22811 -3.55556 7.71549
O -0.07040 -3.99029 8.31513
O 1.66269 -4.32846 6.37419
C 1.61485 -5.73647 6.36485
O 1.27898 -2.01045 7.26333
C 0.92791 -1.05717 8.24182
H 2.85027 -5.61196 9.30972
H 3.17419 -4.32694 10.49594
H 1.50066 -4.76999 10.12854
H 0.95123 -6.12894 7.14016
H 2.62163 -6.13184 6.51368
H 1.24498 -6.06879 5.38951
H 1.64403 -1.08349 9.06857
H -0.07946 -1.25205 8.61844
H 0.94855 -0.06309 7.78843
*
```

---

No. 6
Formula: C3H3N2
Source: the OMol25 dataset
Level of theory: ωB97M-V/def2-TZVPD

Calculated values
DFT total energy: -6126.9040 eV
energy above the lowest of the compared OMol25 structures with the same formula, charge and spin: 61.7 kcal per mole
HOMO-LUMO gap: 9.898 eV
SMILES string: N#CC#C[NH3+]
LUMO level: -5.55 eV

ORCA input file:
```
! RIJCOSX wB97M-V def2-TZVPD def2/J DEFGRID3
* xyz 1 1
C 2.67897 0.44835 -0.11879
C 1.34150 0.15274 -0.15083
C 3.94197 0.16375 0.01095
N 5.04466 -0.09869 0.06983
N -0.02873 0.08549 0.10190
H -0.10697 0.13244 1.15437
H -0.13049 -0.94579 0.09489
H -0.68138 0.67542 -0.41791
*
```

---

No. 7
Formula: C38H41N4O8S4Sr
Source: the OMol25 dataset
Level of theory: ωB97M-V/def2-TZVPD

Calculated values
DFT total energy: -106588.5238 eV
energy above the lowest of the compared OMol25 structures with the same formula, charge and spin: 7.8 kcal per mole
HOMO-LUMO gap: 7.512 eV
LUMO level: -2.46 eV

ORCA input file:
```
! RIJCOSX wB97M-V def2-TZVPD def2/J DEFGRID3
* xyz 1 1
Sr 0.60891 0.18104 -0.19935
O -2.94259 -2.69244 -0.60031
C -1.74541 -2.13449 -0.42848
O -1.60240 -1.04897 0.08051
C -0.62494 -3.05040 -0.89243
O 0.52131 -2.34708 -1.32672
C 0.61853 -2.19096 -2.76740
C 0.77086 -0.71261 -3.15542
O 1.58855 -0.42287 -4.01103
O -0.03288 0.06201 -2.52513
H -3.60538 -2.07908 -0.24227
H -0.36763 -3.64764 -0.01247
H -1.01970 -3.72122 -1.65536
H 1.47836 -2.75285 -3.12972
H -0.28756 -2.56920 -3.24472
S 7.20826 -3.04883 -1.99813
C 6.93708 -4.71218 -2.26470
C 5.61277 -5.02307 -2.22528
C 4.80091 -3.88658 -1.97891
C 5.52545 -2.73428 -1.83667
C 5.02175 -1.38105 -1.58954
C 3.72413 -1.20057 -1.07146
N 3.17075 -0.03251 -0.83631
C 3.88648 1.08717 -1.10178
C 5.19698 1.02396 -1.58979
C 5.93122 2.23565 -1.82485
C 5.37499 3.43712 -1.57856
C 4.02495 3.54086 -1.09916
C 3.42130 4.78157 -0.84320
C 2.11438 4.84113 -0.41457
C 1.43797 3.61218 -0.26843
N 1.98438 2.43326 -0.46386
C 3.27312 2.38120 -0.87847
C 1.43204 6.10627 -0.12872
C 1.88363 7.37691 -0.35938
C 0.96591 8.37525 0.05132
C -0.16699 7.84553 0.58804
S -0.13425 6.13982 0.58914
C 5.75213 -0.24106 -1.83738
H 7.77085 -5.37315 -2.43429
H 5.22834 -6.02046 -2.37450
H 3.72174 -3.92239 -1.93930
H 3.12023 -2.07085 -0.83501
H 6.94318 2.15804 -2.20083
H 5.93006 4.35079 -1.74855
H 4.00171 5.68440 -0.98470
H 0.39758 3.60404 0.03186
H 2.83590 7.60116 -0.81671
H 1.14103 9.43519 -0.05113
H -1.02617 8.36734 0.97582
H 6.75561 -0.30502 -2.24179
C -1.57703 1.61627 2.43034
O -0.26044 1.57436 1.87973
C 0.75347 1.47183 2.87080
C 0.98616 0.03905 3.29684
O 1.47751 -0.68647 2.17802
C 1.72973 -2.05511 2.48568
H -1.67552 2.49130 3.07832
H -1.78696 0.71146 3.00747
H -2.26688 1.69182 1.59543
H 0.49774 2.06940 3.75122
H 1.66406 1.88097 2.42683
H 0.06237 -0.42426 3.66164
H 1.71801 0.03258 4.11348
H 2.42614 -2.13103 3.32483
H 2.18784 -2.50491 1.60605
H 0.79564 -2.57185 2.71848
S -1.82060 2.50631 -0.87865
C -2.69246 1.90449 -2.18213
N -2.17914 1.53170 -3.35841
C -3.19907 0.88400 -4.17621
C -4.48049 1.47243 -3.57893
N -4.04135 1.74179 -2.20922
H -1.21992 1.17586 -3.34190
H -3.16323 -0.20251 -4.04447
H -3.07346 1.11650 -5.23080
H -5.31666 0.77732 -3.60186
H -4.76733 2.39601 -4.08899
H -4.58756 2.31084 -1.58319
C -3.81919 -3.83178 3.34104
S -2.76193 -2.46772 2.84184
O -1.51273 -3.08843 2.29896
C -2.36096 -1.86609 4.47737
C -1.29531 -2.43177 5.16256
C -0.96843 -1.94199 6.41758
C -1.70078 -0.89922 6.97162
C -2.76251 -0.33939 6.27482
C -3.09443 -0.81958 5.01548
H -3.25139 -4.49598 3.99063
H -4.12550 -4.35341 2.43632
H -4.68905 -3.43019 3.85923
H -0.73235 -3.23482 4.70377
H -0.14261 -2.37517 6.96651
H -1.44187 -0.52054 7.95136
H -3.32795 0.47422 6.70890
H -3.91134 -0.37924 4.45560
*
```

---

No. 8
Formula: C7H7NO
Source: the OMol25 dataset
Level of theory: ωB97M-V/def2-TZVPD

Calculated values
DFT total energy: -10904.2580 eV
energy above the lowest of the compared OMol25 structures with the same formula, charge and spin: 117.2 kcal per mole
HOMO-LUMO gap: 9.902 eV
SMILES string: [H]/N=C1/C#C[C@@H](OC)C=C1
LUMO level: 0.00 eV

ORCA input file:
```
! RIJCOSX wB97M-V def2-TZVPD def2/J DEFGRID3
* xyz 0 1
C 1.18883 0.81412 -1.89023
C 1.10191 -0.04141 -0.98797
C -0.92004 1.64859 -1.28802
C -0.95764 0.79806 -0.22354
C 0.25840 1.84480 -2.29499
C -0.01013 -0.38494 -0.08356
C 1.03277 -1.82939 1.62454
N 0.49908 2.66871 -3.18115
O 0.31572 -0.60722 1.33355
H -1.74092 2.34294 -1.44627
H -1.73852 0.98262 0.50108
H -0.53775 -1.13553 -0.57704
H 1.85824 -1.56710 2.22521
H 1.26929 -2.36618 0.64218
H 0.32290 -2.54874 2.29008
H -0.14838 3.40476 -3.44618
*
```

---

No. 9
Formula: C5H14
Source: the OMol25 dataset
Level of theory: ωB97M-V/def2-TZVPD

Calculated values
DFT total energy: -5409.2118 eV
energy above the lowest of the compared OMol25 structures with the same formula, charge and spin: 29.9 kcal per mole
HOMO-LUMO gap (alpha / beta): 2.793 / 11.744 eV
LUMO level (alpha / beta): 4.33 / 4.38 eV
⟨S²⟩: 0.75

ORCA input file:
```
! RIJCOSX wB97M-V def2-TZVPD def2/J DEFGRID3
* xyz -1 2
C -1.34405 1.85063 1.90058
C -2.18296 1.42598 0.64457
H -1.18757 2.92367 1.83609
H -1.71261 1.51010 2.84033
H -0.41221 1.32734 1.63960
H -3.25393 1.36519 0.91896
H -2.39082 2.11883 -0.15110
H -1.80919 0.46814 0.31561
C 1.24152 -1.10893 -1.50275
C -0.06996 -1.48989 -0.68431
C 2.45641 -0.77130 -0.52730
H 1.59770 -2.03121 -1.99996
H 1.28948 -0.21068 -2.15162
H 0.12958 -1.23206 0.33802
H 3.32815 -1.19442 -1.01980
H 2.44187 0.32690 -0.42647
H -0.04268 -2.59832 -0.67626
H -0.88815 -1.02714 -1.23883
H 2.27682 -1.28800 0.41976
*
```